Entry 1:
ORCA calculation (ωB97M-V with the def2-TZVPD basis set) on a structure of composition C16H44FeN4P2S2.

ORCA input file:
```
! wB97M-V def2-TZVPD RIJCOSX def2/J DEFGRID3
* xyz 3 2
N -3.013 2.630 -1.520
C -3.303 4.073 -1.567
H 0.492 -2.686 -0.247
H -5.119 3.001 -0.045
H 0.530 2.035 -2.566
H 0.849 0.477 2.366
H 3.488 -0.441 1.437
H 2.048 -1.402 -2.987
H 3.740 -5.995 0.933
H 2.155 -6.662 1.417
H 3.104 3.175 -0.584
H -2.203 -2.098 0.719
C 0.501 3.339 1.055
H -2.203 2.410 -3.455
H -2.909 0.925 -2.770
H 4.289 0.988 -1.369
C 1.832 -5.529 -1.276
C -0.473 -1.089 2.665
H 4.546 -1.093 0.185
C 2.757 -5.761 1.333
C -3.011 2.000 -2.848
H 1.232 -6.424 -1.125
H 1.456 -0.974 1.992
C -2.772 1.980 -0.386
H 2.847 1.363 -2.303
H -4.357 4.270 -1.757
H 1.358 -4.917 -2.043
H -0.591 3.087 -1.704
P 2.457 -0.469 -0.790
H 0.855 3.067 2.051
C -4.558 3.104 0.877
N -3.267 2.391 0.774
H -4.422 4.155 1.124
H -0.198 -1.081 3.721
H -5.123 2.628 1.676
C -2.775 1.909 2.063
H -3.958 2.232 -3.332
H 2.831 -5.806 -1.609
H 0.285 -3.061 2.230
C 3.517 -1.075 0.550
C 2.679 -1.652 -2.134
H -2.789 2.737 2.771
S 1.923 -4.575 0.256
H 1.065 3.642 -2.024
H -1.387 -0.508 2.544
H -0.579 3.473 1.083
H 3.237 -2.100 0.806
H 3.723 -1.633 -2.454
P 0.975 2.099 -0.174
S -1.902 0.426 -0.456
C 0.449 2.777 -1.772
H -3.424 1.117 2.441
H -1.439 -3.682 0.550
N -0.327 -2.069 -0.245
H -2.725 4.489 -2.391
H 3.236 1.981 0.699
C -0.663 -2.517 2.182
N 0.620 -0.398 1.900
H 0.966 4.287 0.777
Fe 0.243 -0.133 -0.040
C 2.796 2.172 -0.283
H 2.447 -2.655 -1.774
H -1.331 -3.023 2.880
H 2.863 -5.307 2.316
C -1.257 -2.635 0.789
H -2.996 4.552 -0.643
H -0.763 -2.191 -1.159
C 3.205 1.111 -1.303
H -1.759 1.540 1.969
*
```

- Frontier orbital gap (alpha / beta): 5.59 / 6.32 eV
- Lowest unoccupied orbital energy (alpha / beta): -10.6 / -9.8 eV
- Expectation value of S²: 1.0137

Results of the natural (NBO) charge analysis, in e, for atoms 1 through 5: atom 1 (N): -0.384, atom 2 (C): -0.423, atom 3 (H): 0.418, atom 4 (H): 0.232, atom 5 (H): 0.258



Entry 2:
ORCA calculation (ωB97M-V with the def2-TZVPD basis set) on a structure of composition C16H44I3N10O25P3S in a non-equilibrium geometry.

ORCA input file:
```
! wB97M-V def2-TZVPD RIJCOSX def2/J DEFGRID3
* xyz 0 1
O -6.913 4.005 0.550
P 3.746 -0.463 -1.198
C 1.896 4.360 8.046
O -4.245 6.863 -2.063
C 2.350 -8.298 0.920
O 8.725 -7.323 -8.592
O -3.487 1.775 -0.686
H 2.846 -8.720 1.792
O 1.735 -5.702 -4.515
C 0.749 -4.792 -2.635
H -0.707 -0.540 2.888
C 4.176 2.069 10.485
O 1.793 1.969 0.132
I 2.065 1.862 3.491
H 1.371 -1.886 2.256
H 2.942 0.585 -1.760
H -3.408 -0.262 1.202
H 0.926 -5.693 -2.050
O 10.031 -5.610 -8.327
O 5.795 -2.573 -7.668
N 2.801 2.473 10.877
H -1.173 -1.949 -0.586
H -2.176 6.951 -3.623
O -11.574 3.296 -2.358
H -0.807 -0.349 0.222
H 1.382 2.774 0.513
N 5.030 -3.521 -7.620
H -9.320 3.036 0.600
H -13.965 3.420 -2.234
H -13.851 4.992 -1.381
N -3.290 2.973 -0.547
H -5.125 3.547 0.276
H 7.115 -5.543 -7.610
O 4.104 -6.801 1.101
O 2.173 1.691 11.566
P 3.244 -0.793 0.932
H -1.949 1.387 0.846
N 2.035 3.587 6.784
O 2.513 -3.816 -3.776
H 1.406 5.302 7.802
C 4.031 -3.540 -6.519
I 3.637 -3.252 0.484
P 2.989 1.380 1.252
O -2.019 1.294 1.819
C -3.127 6.669 -4.073
O -11.475 4.424 -0.506
H -0.240 -4.804 -3.092
C 6.010 -0.599 1.938
H -4.981 3.731 -1.502
H 4.613 2.858 9.876
C 7.747 -5.237 -8.441
O -7.011 2.870 -1.310
H -3.382 0.266 3.012
H 1.296 3.785 8.744
I 6.799 1.434 2.212
C -2.758 0.051 2.085
O 5.011 -4.460 -8.400
H -4.157 4.887 -0.417
N 1.749 -4.767 -3.733
H 4.516 -2.031 2.718
O 6.802 -1.434 1.484
H 7.234 -5.358 -9.393
H 4.240 -0.314 3.275
H 3.454 -1.680 -1.894
H 0.898 -0.199 1.509
H 1.342 -7.971 1.171
H 4.749 1.925 11.400
H 2.895 4.526 8.442
H 3.042 -3.552 -6.973
N -3.988 6.120 -2.994
N -12.080 3.881 -1.417
O 1.489 2.494 6.733
O 2.398 3.557 10.482
H -9.400 2.998 -1.189
C -4.483 3.857 -0.549
H -13.882 3.457 -0.445
S 5.618 -0.035 -1.508
H -2.077 -1.630 3.402
H 4.164 -2.650 -5.908
H 4.097 1.143 9.918
H 8.081 -4.209 -8.312
H 0.879 -3.902 -2.021
C -13.564 3.941 -1.367
N 8.935 -6.130 -8.454
H 4.207 -4.440 -5.931
H -2.982 5.902 -4.831
O 0.714 -1.871 0.264
C -9.000 3.519 -0.322
C -0.689 -1.474 0.347
O 2.677 -6.512 -0.507
O -2.197 3.499 -0.407
H -3.638 7.534 -4.493
H 2.340 -9.012 0.098
O 2.688 4.104 5.892
C 1.433 -1.200 1.330
N 3.109 -7.104 0.469
N -7.515 3.457 -0.368
H -9.285 4.567 -0.338
O -1.372 -2.033 1.478
C -1.666 -1.045 2.496
O -4.375 4.970 -3.115
C 4.506 -0.941 2.349
*
```

- Frontier orbital gap: 6.90 eV
- Lowest unoccupied orbital energy: -0.6 eV

Results of the Löwdin charge analysis, in e, for atoms 1 through 5: atom 1 (O): 0.033, atom 2 (P): 0.095, atom 3 (C): 0.032, atom 4 (O): 0.070, atom 5 (C): 0.044



Entry 3:
ORCA calculation (ωB97M-V with the def2-TZVPD basis set) on a cluster of 8 separate species, C16H44O14S2 in total in a non-equilibrium geometry.

ORCA input file:
```
! wB97M-V def2-TZVPD RIJCOSX def2/J DEFGRID3
* xyz 0 1
H 2.819 0.901 2.714
H -0.826 -7.357 -1.155
H 1.244 1.871 -1.131
H 1.866 3.242 1.010
C -1.910 -1.626 -2.583
O 2.010 2.242 -0.656
S -5.230 0.522 -1.426
C 1.623 4.985 2.083
C 3.246 1.953 -1.288
H 0.773 -1.465 2.875
H -2.699 1.214 4.755
H 2.201 5.472 1.315
C 4.943 -2.653 -0.189
H -2.617 -1.229 -1.895
C -2.166 -1.073 -3.917
H -0.406 4.731 2.836
H 2.078 5.293 3.065
H 0.032 6.376 2.521
S -0.424 0.372 -2.745
H -1.529 -1.553 -4.707
O -4.895 -0.223 -0.008
H -1.069 1.152 3.327
C 0.185 5.374 2.088
C -1.506 -6.603 -1.568
H 3.110 1.468 -2.236
H 4.310 -3.294 -0.758
H -3.234 -1.084 -4.205
C -2.889 0.729 3.809
H 4.282 -2.425 0.645
H 3.779 1.351 -0.597
H 1.031 -0.490 1.370
O 1.098 1.194 3.645
H -3.611 2.872 0.456
H 3.902 3.855 -2.307
H -1.798 -2.783 -2.627
O -6.584 0.448 -1.788
O -1.914 1.289 2.863
O -5.004 2.061 -0.923
H 3.885 3.845 -0.583
H -0.290 5.386 1.089
O -0.571 -1.088 -2.201
H -2.914 -1.523 3.206
H 4.016 -1.138 -1.313
H -3.154 0.253 1.031
H -2.328 -7.201 -1.929
H 5.710 -1.189 -2.869
O -1.954 -4.837 -3.322
H -1.679 -0.959 4.348
C -3.768 1.915 -0.040
C 2.067 0.284 3.192
H -3.480 -0.972 4.750
C 5.066 -1.410 -1.094
C -2.705 -0.773 3.998
H -0.191 -5.132 -2.320
H 5.908 -2.981 0.090
C -1.044 -5.747 -2.740
O -1.617 0.257 -3.833
O 0.897 0.510 -3.248
O 5.821 -1.923 -2.268
C 4.102 3.225 -1.451
H -2.895 -5.127 -3.339
O -4.160 0.097 -2.339
O 1.818 3.568 1.938
H 5.184 3.028 -1.336
H 2.405 -1.462 1.951
O -0.766 1.331 -1.697
C -4.106 0.713 0.786
C 1.507 -0.877 2.293
H -0.649 -6.399 -3.618
H 1.056 2.000 3.113
H -4.696 0.950 1.695
H 2.542 -0.053 4.102
H 5.528 -0.570 -0.589
H -1.953 -5.961 -0.857
H -2.950 1.827 -0.736
H -3.862 1.023 3.476
*
```

- Frontier orbital gap: 10.31 eV
- Lowest unoccupied orbital energy: 0.3 eV
- SMILES: O=S1(=O)OCCO1.O=S1(=O)OCCO1.CCO.CCO.CCO.CCO.CCO.CCO

Results of the Löwdin charge analysis, in e, for atoms 1 through 5: atom 1 (H): 0.101, atom 2 (H): 0.087, atom 3 (H): 0.051, atom 4 (H): 0.061, atom 5 (C): -0.131